Entry from the Open Molecules 2025 dataset: 9 unconnected molecules or ions with the total composition C37H61N9 in a non-equilibrium geometry (ωB97M-V with the def2-TZVPD basis set).

Positions of all 107 atoms, in Å:
C: -0.088 -1.307 2.135
C: 1.279 -1.524 2.087
C: 1.971 -1.247 0.905
N: 1.368 -0.772 -0.185
C: 0.051 -0.574 -0.125
C: -0.727 -0.798 1.010
H: -0.581 -1.455 3.087
H: 1.834 -1.701 2.999
H: 3.051 -1.243 0.825
H: -0.478 -0.270 -1.018
H: -1.788 -0.631 1.119
C: -3.554 -1.844 -1.129
C: -5.033 -1.442 -1.056
C: -5.314 -0.830 0.324
C: -4.838 -1.556 1.504
N: -4.451 -2.208 2.369
H: -3.371 -2.263 -2.120
H: -3.275 -2.646 -0.443
H: -2.917 -0.992 -0.891
H: -5.653 -2.329 -1.187
H: -5.272 -0.702 -1.816
H: -6.382 -0.685 0.513
H: -4.892 0.176 0.388
C: -2.619 5.055 -1.279
C: -4.026 4.751 -0.781
C: -4.067 3.835 0.433
C: -3.282 2.606 0.344
N: -2.625 1.665 0.288
H: -1.958 5.424 -0.494
H: -2.715 5.735 -2.128
H: -2.091 4.229 -1.765
H: -4.636 4.376 -1.605
H: -4.421 5.748 -0.579
H: -5.057 3.598 0.828
H: -3.650 4.411 1.267
C: -0.297 -2.496 -3.047
C: 1.195 -2.367 -3.325
C: 1.900 -3.607 -3.876
C: 1.374 -4.068 -5.173
N: 0.950 -4.483 -6.156
H: -0.861 -2.637 -3.971
H: -0.658 -1.520 -2.721
H: -0.528 -3.215 -2.265
H: 1.717 -2.025 -2.430
H: 1.409 -1.592 -4.069
H: 1.659 -4.444 -3.211
H: 2.981 -3.489 -3.853
C: 3.571 1.676 3.826
C: 3.544 0.226 4.275
C: 4.463 -0.704 3.466
C: 5.896 -0.538 3.793
N: 7.011 -0.487 4.061
H: 2.889 2.227 4.475
H: 3.322 1.787 2.771
H: 4.539 2.160 3.974
H: 2.519 -0.156 4.248
H: 3.763 0.067 5.333
H: 4.366 -0.552 2.391
H: 4.160 -1.730 3.679
C: -1.080 1.342 3.617
C: 0.112 1.680 2.724
C: -0.180 2.092 1.297
C: -1.091 3.230 1.132
N: -1.772 4.141 0.971
H: -1.829 0.743 3.092
H: -1.650 2.215 3.938
H: -0.718 0.783 4.479
H: 0.776 0.814 2.698
H: 0.677 2.515 3.147
H: -0.530 1.209 0.758
H: 0.778 2.426 0.892
C: 3.530 2.257 -0.141
C: 4.220 1.985 -1.468
C: 4.550 0.521 -1.756
C: 5.120 -0.284 -0.689
N: 5.515 -0.930 0.174
H: 2.695 1.567 0.009
H: 3.150 3.272 -0.028
H: 4.220 2.063 0.685
H: 5.057 2.677 -1.568
H: 3.535 2.239 -2.281
H: 5.300 0.470 -2.550
H: 3.636 0.027 -2.093
C: 0.890 3.464 -3.173
C: 0.439 2.141 -2.613
C: -0.679 1.444 -3.423
C: -1.745 2.332 -3.868
N: -2.638 2.976 -4.194
H: 1.737 3.854 -2.609
H: 0.097 4.213 -3.204
H: 1.211 3.397 -4.217
H: 0.044 2.269 -1.599
H: 1.241 1.425 -2.416
H: -1.092 0.598 -2.876
H: -0.305 1.062 -4.380
C: -1.437 -5.000 2.707
C: -1.935 -5.126 1.261
C: -0.997 -4.518 0.208
C: 0.378 -5.001 0.300
N: 1.473 -5.338 0.382
H: -1.231 -3.950 2.927
H: -0.566 -5.629 2.871
H: -2.256 -5.199 3.399
H: -2.930 -4.698 1.138
H: -1.992 -6.175 0.962
H: -1.051 -3.429 0.152
H: -1.355 -4.783 -0.792

Results
total charge: 0
HOMO energy: -0.371 hartree
LUMO: 0.262 eV
SMILES string: c1ccncc1.CCCC#N.CCCC#N.CCCC#N.CCCC#N.CCCC#N.CCCC#N.CCCC#N.CCCC#N
multiplicity: 1